[1]
The following is a quantum chemistry calculation of a structure of composition C28H27MnN6O5 at a distorted geometry, from the OMol25 dataset.

The calculation puts the orbital gap (spin up / spin down) at 4.39 / 4.37 eV. The HOMO energy (spin up / spin down) is -16.9 / -16.9 eV. As for the LUMO energy (spin up / spin down): -12.503 / -12.517 eV. As for the expectation value of S²: 0.77.

```
! wB97M-V def2-TZVPD RIJCOSX def2/J DEFGRID3
* xyz 3 2
Mn 0.505 0.401 0.603
C 2.965 -2.903 1.977
C 2.215 -3.996 1.574
C 0.974 -3.779 0.988
C 0.532 -2.482 0.803
N 1.281 -1.420 1.179
C 2.461 -1.632 1.761
C -0.760 -2.117 0.203
C -1.795 -2.984 -0.102
C -2.975 -2.458 -0.610
C -3.102 -1.087 -0.794
C -2.033 -0.270 -0.475
N -0.891 -0.797 -0.001
C -1.982 1.194 -0.607
C -3.014 1.975 -1.095
C -2.837 3.350 -1.193
C -1.625 3.902 -0.809
C -0.635 3.062 -0.329
N -0.810 1.744 -0.216
H 3.929 -3.025 2.449
H 2.583 -5.003 1.716
H 0.363 -4.614 0.677
H 3.019 -0.762 2.083
H -1.693 -4.047 0.061
H -3.800 -3.114 -0.857
H -4.025 -0.676 -1.175
H -3.948 1.524 -1.399
H -3.634 3.976 -1.572
H -1.442 4.964 -0.884
H 0.329 3.454 -0.033
O -0.509 0.523 2.220
C -0.424 1.308 3.184
C 0.588 2.299 3.337
C 0.576 3.160 4.435
C 1.595 4.071 4.580
C 2.660 4.151 3.676
C 2.695 3.312 2.589
C 1.658 2.378 2.381
O 1.682 1.602 1.339
N 1.561 5.001 5.746
O 0.704 4.780 6.570
O 2.434 5.834 5.778
H -1.171 1.207 3.976
H -0.224 3.121 5.166
H 3.441 4.880 3.853
H 3.506 3.360 1.873
C 0.276 0.317 -3.506
N 1.695 0.559 -3.301
C 2.472 0.830 -4.514
C 3.714 1.627 -4.179
C 4.455 0.892 -3.082
N 3.568 0.675 -1.935
C 4.225 0.535 -0.647
C 2.245 0.508 -2.080
O 1.493 0.262 -1.073
H -0.226 1.238 -3.812
H -0.179 -0.057 -2.596
H 0.143 -0.420 -4.298
H 1.829 1.372 -5.207
H 2.748 -0.115 -4.990
H 3.444 2.630 -3.843
H 4.345 1.725 -5.060
H 5.314 1.468 -2.740
H 4.827 -0.070 -3.444
H 4.894 1.380 -0.486
H 4.824 -0.379 -0.623
H 3.492 0.504 0.148
*
```

***

[2]
The following is a quantum chemistry calculation of a cluster of 7 separate species, C11H21F2N5O16 in total at a distorted geometry, from the OMol25 dataset.

The calculation puts the orbital gap at 10.35 eV. The HOMO energy is -10.7 eV. As for the LUMO energy: -0.396 eV. The structure (SMILES) is O=C1OC[C@@H](F)O1.O=C1OC[C@@H](F)O1.C[N+](=O)[O-].C[N+](=O)[O-].C[N+](=O)[O-].C[N+](=O)[O-].C[N+](=O)[O-]. For the energy relative to the best compared isomer or geometry (same formula, charge and spin), the calculation gives 0.0 kcal/mol.

```
! wB97M-V def2-TZVPD RIJCOSX def2/J DEFGRID3
* xyz 0 1
C -7.752 5.873 10.942
C -7.647 4.351 11.080
O -8.535 4.059 12.091
C -8.756 5.191 12.839
O -9.316 5.190 13.875
O -8.239 6.260 12.219
F -6.371 4.000 11.515
H -8.517 6.093 10.197
H -6.806 6.346 10.709
H -7.865 3.816 10.162
C -11.544 2.187 12.643
C -12.723 1.406 13.234
O -13.638 2.426 13.542
C -13.295 3.588 12.926
O -13.934 4.571 12.933
O -12.139 3.423 12.244
F -12.329 0.814 14.399
H -11.050 1.705 11.804
H -10.817 2.350 13.437
H -13.169 0.643 12.601
C -12.345 -2.335 13.552
N -13.693 -2.257 12.933
O -14.423 -1.367 13.321
O -14.021 -3.118 12.149
H -11.866 -1.370 13.441
H -11.728 -3.125 13.146
H -12.543 -2.495 14.609
C -12.703 4.683 9.307
N -11.320 5.168 9.576
O -11.157 6.362 9.631
O -10.395 4.372 9.559
H -13.060 4.198 10.212
H -12.685 3.991 8.474
H -13.318 5.558 9.144
C -16.415 1.268 15.617
N -16.743 1.548 17.049
O -16.218 0.838 17.899
O -17.524 2.454 17.271
H -16.863 2.090 15.072
H -16.973 0.365 15.379
H -15.350 1.132 15.498
C -7.583 0.210 13.721
N -8.926 -0.268 13.284
O -9.599 -0.883 14.081
O -9.218 -0.128 12.111
H -7.628 0.288 14.806
H -7.421 1.226 13.381
H -6.882 -0.537 13.374
C -16.696 7.754 10.506
N -16.602 6.312 10.836
O -17.587 5.780 11.298
O -15.532 5.767 10.661
H -16.745 8.385 11.380
H -17.601 7.844 9.899
H -15.909 7.971 9.790
*
```

***

[3]
The following is a quantum chemistry calculation of a structure of composition C27H28N6RuS2 at a distorted geometry, from the OMol25 dataset.

The calculation puts the orbital gap (spin up / spin down) at 8.81 / 5.27 eV. The HOMO energy (spin up / spin down) is -16.7 / -16.6 eV. As for the LUMO energy (spin up / spin down): -7.849 / -11.383 eV. As for the expectation value of S²: 8.76.

```
! wB97M-V def2-TZVPD RIJCOSX def2/J DEFGRID3
* xyz 3 6
Ru 0.194 0.393 -0.155
C -0.231 -2.915 0.239
C -1.093 -3.008 -1.012
C -0.664 -2.142 -2.164
C -0.946 -2.537 -3.470
C -0.540 -1.753 -4.534
C 0.152 -0.571 -4.285
C 0.397 -0.235 -2.974
N -0.005 -1.002 -1.939
N -0.401 -1.691 1.045
C 0.518 -1.729 2.197
C 0.567 -0.394 2.887
C 0.859 -0.282 4.236
C 0.841 0.973 4.827
C 0.517 2.083 4.058
C 0.265 1.898 2.713
N 0.297 0.686 2.143
C -1.782 -1.550 1.550
C -2.709 -0.808 0.629
C -4.078 -1.027 0.690
C -4.923 -0.269 -0.105
C -4.369 0.663 -0.975
C -2.998 0.804 -0.999
N -2.182 0.107 -0.192
H -0.461 -3.782 0.869
H 0.818 -2.990 -0.050
H -1.055 -4.044 -1.350
H -2.144 -2.810 -0.786
H -1.481 -3.462 -3.638
H -0.745 -2.061 -5.551
H 0.499 0.061 -5.089
H 0.953 0.671 -2.735
H 0.205 -2.500 2.909
H 1.515 -1.994 1.846
H 1.088 -1.171 4.810
H 1.061 1.080 5.881
H 0.467 3.072 4.491
H 0.033 2.737 2.068
H -2.200 -2.533 1.788
H -1.757 -0.984 2.483
H -4.475 -1.782 1.356
H -5.994 -0.413 -0.059
H -4.990 1.262 -1.625
H -2.528 1.482 -1.700
C 3.525 -1.929 0.298
C 3.681 -0.486 -0.025
N 2.716 0.377 -0.230
C 3.209 1.630 -0.550
C 4.570 1.706 -0.560
S 5.259 0.201 -0.197
C 2.298 2.717 -0.840
C 2.613 3.945 -1.339
S 1.227 4.919 -1.488
C 0.249 3.637 -0.887
N 0.948 2.558 -0.602
C -1.221 3.769 -0.699
H 2.565 -2.288 -0.069
H 3.592 -2.093 1.376
H 4.318 -2.515 -0.163
H 5.174 2.576 -0.762
H 3.584 4.311 -1.634
H -1.465 4.681 -0.153
H -1.602 2.913 -0.141
H -1.733 3.838 -1.661
*
```

***

[4]
The following is a quantum chemistry calculation of a structure of composition C24H30ClCrN4O7S, from the OMol25 dataset.

The calculation puts the orbital gap (spin up / spin down) at 7.72 / 7.92 eV. The HOMO energy (spin up / spin down) is -8.5 / -8.4 eV. As for the LUMO energy (spin up / spin down): -0.732 / -0.466 eV. As for the expectation value of S²: 0.76. For the energy relative to the best compared isomer or geometry (same formula, charge and spin), the calculation gives 2.3 kcal/mol.

```
! wB97M-V def2-TZVPD RIJCOSX def2/J DEFGRID3
* xyz 0 2
Cr -1.075 -0.116 -0.304
C -0.325 4.057 -0.937
C -0.910 2.925 -0.112
C -1.103 3.393 1.323
O -0.024 1.778 -0.081
C -2.262 2.462 -0.683
O -3.115 3.252 -0.993
O -2.407 1.151 -0.752
H 0.527 4.494 -0.414
H -1.097 4.815 -1.062
H -0.005 3.721 -1.923
H -0.133 3.640 1.753
H -1.579 2.642 1.951
H -1.733 4.282 1.318
H 0.481 1.773 -0.924
C 6.568 -0.410 -1.968
C 5.217 -0.934 -1.557
C 5.105 -2.125 -0.846
C 3.867 -2.602 -0.441
C 2.730 -1.873 -0.761
C 2.812 -0.683 -1.475
C 4.057 -0.222 -1.863
S 1.153 -2.508 -0.316
O 1.353 -3.553 0.648
O 0.421 -2.803 -1.518
N 0.407 -1.234 0.388
C 0.690 -0.976 1.763
C 1.823 -1.274 2.468
C 1.904 -0.980 3.851
C 0.867 -0.409 4.526
C -0.316 -0.081 3.823
C -1.463 0.492 4.419
C -2.561 0.758 3.658
C -2.526 0.491 2.275
N -1.475 -0.036 1.693
C -0.378 -0.350 2.452
H 7.264 -1.225 -2.162
H 6.998 0.209 -1.177
H 6.497 0.205 -2.864
H 6.000 -2.688 -0.606
H 3.771 -3.527 0.112
H 1.917 -0.130 -1.722
H 4.129 0.707 -2.417
H 2.661 -1.750 1.982
H 2.813 -1.234 4.380
H 0.932 -0.203 5.587
H -1.456 0.712 5.481
H -3.453 1.196 4.084
H -3.369 0.704 1.630
N -4.782 -0.886 0.680
C -4.618 -1.653 -0.558
C -3.322 -2.444 -0.581
N -2.180 -1.667 -1.105
H -4.927 -1.513 1.462
H -5.599 -0.291 0.622
H -4.610 -0.946 -1.392
H -5.443 -2.350 -0.735
H -3.459 -3.319 -1.219
H -3.075 -2.802 0.421
H -2.438 -1.257 -2.005
H -1.407 -2.298 -1.339
Cl -2.435 0.039 -4.315
C -0.864 0.891 -4.252
C -0.117 0.765 -2.950
O 0.774 1.594 -2.745
O -0.416 -0.209 -2.188
H -1.040 1.942 -4.450
H -0.241 0.473 -5.040
*
```

***

[5]
The following is a quantum chemistry calculation of a cluster of 2 separate species, C18H31BClF2O4Si in total, from the OMol25 dataset.

The calculation puts the orbital gap at 7.92 eV. The HOMO energy is -5.2 eV. As for the LUMO energy: 2.675 eV.

```
! wB97M-V def2-TZVPD RIJCOSX def2/J DEFGRID3
* xyz -1 1
C 4.239 -4.361 -0.619
C 4.673 -2.901 -0.595
O 3.671 -2.104 -1.190
C 4.137 -0.777 -1.453
C 2.976 0.195 -1.491
B 2.186 0.305 -0.066
Cl 3.285 1.383 1.100
C 0.678 0.963 -0.224
F 0.652 2.297 0.205
F 0.271 1.062 -1.547
C -0.447 0.298 0.539
C -0.477 -1.237 0.441
Si -2.186 -1.992 0.326
C -2.051 -3.814 0.837
C -3.441 -1.200 1.477
C -2.748 -1.991 -1.475
C -2.114 -1.185 -2.429
C -2.499 -1.203 -3.768
C -3.542 -2.044 -4.165
C -4.197 -2.841 -3.233
C -3.805 -2.815 -1.894
H 5.066 -5.007 -0.906
H 3.893 -4.692 0.357
H 3.445 -4.501 -1.346
H 5.603 -2.788 -1.159
H 4.816 -2.561 0.433
H 4.628 -0.817 -2.436
H 4.883 -0.466 -0.720
H 2.332 -0.121 -2.316
H 3.394 1.166 -1.768
H 2.167 -0.780 0.456
H -0.310 0.582 1.579
H -1.389 0.756 0.222
H 0.105 -1.608 -0.401
H -0.009 -1.646 1.333
H -1.600 -3.907 1.819
H -1.458 -4.322 0.080
H -3.047 -4.257 0.821
H -4.417 -1.668 1.346
H -3.143 -1.408 2.504
H -3.563 -0.129 1.346
H -1.306 -0.537 -2.115
H -1.994 -0.587 -4.493
H -3.836 -2.066 -5.205
H -5.002 -3.491 -3.544
H -4.329 -3.444 -1.187
C -0.619 3.721 2.610
O -1.104 4.971 3.138
C -0.345 6.026 2.876
O 0.686 6.041 2.261
O -0.930 7.103 3.428
C -0.210 8.314 3.218
H -1.348 2.972 2.908
H -0.549 3.750 1.528
H 0.352 3.475 3.034
H -0.125 8.534 2.155
H 0.782 8.255 3.662
H -0.782 9.098 3.707
*
```

***

[6]
The following is a quantum chemistry calculation of an isolated molecule of C5H6N2 at a distorted geometry, from the OMol25 dataset.

The calculation puts the orbital gap at 9.02 eV. The HOMO energy is -9.7 eV. As for the LUMO energy: -0.716 eV. The structure (SMILES) is C=C(C)/C=N/C#N. For the energy relative to the best compared isomer or geometry (same formula, charge and spin), the calculation gives 59.9 kcal/mol.

```
! wB97M-V def2-TZVPD RIJCOSX def2/J DEFGRID3
* xyz 0 1
C 3.842 0.017 0.271
C 1.617 -0.047 0.563
C 0.339 0.104 -0.162
C 0.495 0.512 -1.430
C -0.912 -0.415 0.542
N 4.998 -0.066 0.325
N 2.632 0.200 -0.155
H 1.499 -0.246 1.690
H 1.490 0.568 -1.780
H -0.259 0.580 -2.126
H -1.713 -0.538 -0.182
H -1.256 0.266 1.449
H -0.758 -1.275 1.029
*
```